Record 1
Computed, not measured: a cluster of 14 separate species, C22H72O22 in total, with ωB97M-V with the def2-TZVPD basis set.

Last columns: bonded neighbours and bond lengths (Å).
Atoms and positions in Å:
1 C -22.062 -5.274 6.285  O2 1.431, H3 1.085, H4 1.086, H5 1.085
2 O -22.065 -3.920 6.749  C1 1.431, H6 0.963
3 H -22.118 -5.934 7.144  C1 1.085
4 H -22.949 -5.331 5.663  C1 1.086
5 H -21.201 -5.467 5.653  C1 1.085
6 H -21.153 -3.658 6.913  O2 0.963
7 C -19.779 -2.713 -3.048  O8 1.413, H9 1.083, H10 1.091, H11 1.099
8 O -20.348 -2.573 -1.762  C7 1.413, H12 0.966
9 H -19.252 -3.648 -3.194  C7 1.083
10 H -20.589 -2.568 -3.765  C7 1.091
11 H -19.093 -1.887 -3.280  C7 1.099
12 H -19.642 -2.493 -1.108  O8 0.966
13 C -19.476 -1.254 8.061  O14 1.451, H15 1.092, H16 1.091, H17 1.085
14 O -19.488 -2.157 6.926  C13 1.451, H18 0.965
15 H -20.419 -1.373 8.600  C13 1.092
16 H -18.658 -1.518 8.733  C13 1.091
17 H -19.375 -0.242 7.684  C13 1.085
18 H -18.580 -2.441 6.766  O14 0.965
19 C -19.063 -5.359 -0.097  O20 1.426, H21 1.088, H22 1.096, H23 1.077
20 O -20.328 -5.491 0.548  C19 1.426, H24 0.972
21 H -19.055 -4.383 -0.578  C19 1.088
22 H -18.227 -5.322 0.611  C19 1.096
23 H -18.989 -6.191 -0.777  C19 1.077
24 H -20.249 -5.011 1.389  O20 0.972
25 C -19.644 1.501 4.450  O26 1.439, H27 1.090, H28 1.088, H29 1.093
26 O -19.471 1.230 3.047  C25 1.439, H30 0.966
27 H -20.698 1.618 4.701  C25 1.090
28 H -19.182 0.704 5.030  C25 1.088
29 H -19.181 2.457 4.707  C25 1.093
30 H -19.395 0.294 2.823  O26 0.966
31 C -22.951 -0.971 5.802  O32 1.426, H33 1.086, H34 1.094, H35 1.085
32 O -23.236 0.251 5.127  C31 1.426, H36 0.959
33 H -21.905 -0.948 6.094  C31 1.086
34 H -23.567 -0.943 6.705  C31 1.094
35 H -23.241 -1.842 5.224  C31 1.085
36 H -23.265 0.059 4.188  O32 0.959
37 C -16.456 -2.860 5.140  C38 1.522, O40 1.434, H41 1.100, H42 1.091
38 C -16.660 -1.470 4.556  C37 1.522, O39 1.419, H43 1.087, H44 1.086
39 O -15.644 -0.597 5.023  C38 1.419, H45 0.958
40 O -16.807 -2.984 6.525  C37 1.434, H46 0.967
41 H -15.398 -3.087 4.940  C37 1.100
42 H -17.006 -3.601 4.556  C37 1.091
43 H -17.627 -1.093 4.879  C38 1.087
44 H -16.537 -1.573 3.481  C38 1.086
45 H -15.960 -0.059 5.750  O39 0.958
46 H -16.055 -2.800 7.103  O40 0.967
47 C -16.762 -0.129 0.094  C48 1.518, O50 1.410, H51 1.091, H52 1.092
48 C -17.705 -1.017 -0.697  C47 1.518, O49 1.450, H53 1.088, H54 1.087
49 O -18.187 -2.138 0.086  C48 1.450, H55 0.960
50 O -16.328 0.894 -0.772  C47 1.410, H56 0.966
51 H -15.992 -0.807 0.466  C47 1.091
52 H -17.309 0.236 0.965  C47 1.092
53 H -17.239 -1.363 -1.617  C48 1.088
54 H -18.614 -0.491 -0.976  C48 1.087
55 H -17.449 -2.642 0.438  O49 0.960
56 H -15.470 1.180 -0.432  O50 0.966
57 C -22.926 1.306 0.660  C58 1.512, O60 1.416, H61 1.090, H62 1.087
58 C -23.248 -0.102 1.109  C57 1.512, O59 1.435, H63 1.096, H64 1.093
59 O -23.833 -0.152 2.418  C58 1.435, H65 0.961
60 O -24.069 2.104 0.413  C57 1.416, H66 0.963
61 H -22.431 1.162 -0.301  C57 1.090
62 H -22.270 1.798 1.373  C57 1.087
63 H -22.323 -0.689 1.102  C58 1.096
64 H -23.984 -0.581 0.459  C58 1.093
65 H -24.145 -1.050 2.557  O59 0.961
66 H -24.611 2.069 1.207  O60 0.963
67 C -22.996 -4.852 -1.866  C68 1.509, O70 1.410, H71 1.088, H72 1.087
68 C -23.734 -3.813 -1.059  C67 1.509, O69 1.465, H73 1.103, H74 1.096
69 O -22.757 -3.180 -0.168  C68 1.465, H75 0.964
70 O -22.693 -5.967 -1.057  C67 1.410, H76 0.969
71 H -22.153 -4.325 -2.309  C67 1.088
72 H -23.643 -5.274 -2.631  C67 1.087
73 H -24.557 -4.372 -0.585  C68 1.103
74 H -24.156 -2.991 -1.648  C68 1.096
75 H -21.916 -3.039 -0.618  O69 0.964
76 H -22.012 -5.653 -0.444  O70 0.969
77 C -25.082 -4.164 4.393  C78 1.505, O80 1.443, H81 1.090, H82 1.093
78 C -24.497 -4.252 3.009  C77 1.505, O79 1.433, H83 1.086, H84 1.090
79 O -24.211 -2.990 2.394  C78 1.433, H85 0.965
80 O -26.502 -3.911 4.421  C77 1.443, H86 0.962
81 H -24.606 -3.376 4.977  C77 1.090
82 H -24.832 -5.116 4.869  C77 1.093
83 H -25.170 -4.739 2.308  C78 1.086
84 H -23.590 -4.851 3.094  C78 1.090
85 H -23.681 -3.041 1.590  O79 0.965
86 H -26.982 -4.624 3.990  O80 0.962
87 C -18.042 -6.030 7.053  C88 1.546, O90 1.459, H91 1.093, H92 1.092
88 C -18.202 -7.064 5.914  C87 1.546, O89 1.454, H93 1.098, H94 1.085
89 O -17.966 -6.483 4.603  C88 1.454, H95 0.964
90 O -18.253 -6.759 8.299  C87 1.459, H96 0.966
91 H -18.787 -5.231 7.032  C87 1.093
92 H -17.037 -5.610 6.977  C87 1.092
93 H -19.260 -7.344 5.999  C88 1.098
94 H -17.452 -7.820 6.123  C88 1.085
95 H -17.864 -7.230 4.003  O89 0.964
96 H -17.754 -6.312 8.996  O90 0.966
97 C -22.452 -7.428 2.643  C98 1.512, O100 1.409, H101 1.087, H102 1.098
98 C -21.496 -8.597 2.716  C97 1.512, O99 1.424, H103 1.096, H104 1.088
99 O -22.254 -9.803 2.705  C98 1.424, H105 0.961
100 O -23.333 -7.410 3.743  C97 1.409, H106 0.961
101 H -23.069 -7.415 1.748  C97 1.087
102 H -21.854 -6.510 2.711  C97 1.098
103 H -20.904 -8.476 3.631  C98 1.096
104 H -20.826 -8.620 1.859  C98 1.088
105 H -21.649 -10.550 2.724  O99 0.961
106 H -23.700 -8.297 3.798  O100 0.961
107 C -20.714 -2.155 2.814  C108 1.501, O110 1.424, H111 1.089, H112 1.088
108 C -20.439 -3.353 3.675  C107 1.501, O109 1.435, H113 1.093, H114 1.091
109 O -19.775 -4.377 2.920  C108 1.435, H115 0.963
110 O -19.533 -1.487 2.381  C107 1.424, H116 0.965
111 H -21.317 -1.459 3.395  C107 1.089
112 H -21.354 -2.437 1.981  C107 1.088
113 H -21.380 -3.722 4.089  C108 1.093
114 H -19.845 -3.057 4.541  C108 1.091
115 H -19.119 -4.876 3.418  O109 0.963
116 H -19.236 -1.844 1.535  O110 0.965

Computed properties:
Energy relative to the best compared isomer or geometry (same formula, charge and spin) ... 85.1 kJ/mol
Highest occupied orbital energy ... -9.115 eV

Results of the Löwdin charge analysis, in e, for atoms 1 through 6: number 1, C, carries -0.127; number 2, O, carries -0.129; number 3, H, carries 0.085; number 4, H, carries 0.047; number 5, H, carries 0.062; number 6, H, carries 0.034

***

Record 2
Computed, not measured: a cluster of 5 separate species, C45H52F9N3O12 in total, with ωB97M-V with the def2-TZVPD basis set.

Last columns: bonded neighbours and bond lengths (Å).
Atoms and positions in Å:
1 C 3.368 -4.060 1.494  C2 1.601, H46 1.140, H47 1.159, H48 1.155
2 C 3.082 -5.461 2.213  C1 1.601, C3 1.545, C7 1.575
3 C 3.515 -5.729 3.672  C2 1.545, C4 1.571, H49 1.137
4 C 3.284 -7.100 4.403  C3 1.571, C5 1.562, H50 1.141
5 C 2.585 -8.281 3.658  C4 1.562, C6 1.549, H51 1.138
6 C 2.105 -8.005 2.210  C5 1.549, C7 1.574, H52 1.154
7 C 2.332 -6.633 1.474  C2 1.575, C6 1.574, C8 1.595
8 C 1.801 -6.555 -0.028  C7 1.595, C9 1.596, H53 1.159, H54 1.154
9 C 0.458 -5.720 -0.243  C8 1.596, C10 1.438, C44 1.618
10 C -0.454 -6.219 -1.236  C9 1.438, N11 1.475, C12 1.621
11 N -0.234 -7.447 -2.023  C10 1.475, H55 1.037, H56 1.041
12 C -1.810 -5.390 -1.552  C10 1.621, O13 1.255, C14 1.615
13 O -2.911 -5.942 -1.797  C12 1.255
14 C -1.607 -3.789 -1.505  C12 1.615, C15 1.559, C43 1.583
15 C -2.319 -2.784 -2.461  C14 1.559, N16 1.477, C17 1.585
16 N -3.274 -3.332 -3.445  C15 1.477, H57 1.029, H58 1.029
17 C -1.974 -1.242 -2.333  C15 1.585, O18 1.426, C23 1.557
18 O -2.617 -0.377 -3.266  C17 1.426, C19 1.453
19 C -1.689 -0.005 -4.320  O18 1.453, C20 1.605, H59 1.150, H60 1.157
20 C -1.516 -1.103 -5.478  C19 1.605, C21 1.625, O22 1.471, H61 1.140
21 C 0.040 -1.568 -5.530  C20 1.625, H62 1.153, H63 1.156, H64 1.151
22 O -1.869 -0.593 -6.812  C20 1.471, H65 0.987
23 C -0.954 -0.713 -1.282  C17 1.557, C24 1.625, C39 1.568
24 C -0.520 0.846 -1.136  C23 1.625, C25 1.609, H66 1.155, H67 1.140
25 C 0.892 1.018 -1.889  C24 1.609, C26 1.598, H68 1.148, H69 1.149
26 C 1.964 1.927 -1.130  C25 1.598, F27 1.450, F28 1.419, C29 1.619
27 F 3.041 1.038 -0.741  C26 1.450
28 F 1.505 2.530 0.069  C26 1.419
29 C 2.670 3.043 -2.067  C26 1.619, F30 1.441, F31 1.418, C32 1.601
30 F 3.229 2.308 -3.173  C29 1.441
31 F 3.778 3.561 -1.348  C29 1.418
32 C 1.669 4.157 -2.634  C29 1.601, F33 1.412, F34 1.422, C35 1.632
33 F 0.944 3.779 -3.786  C32 1.412
34 F 0.757 4.673 -1.673  C32 1.422
35 C 2.582 5.433 -3.083  C32 1.632, F36 1.434, F37 1.411, F38 1.416
36 F 1.792 6.287 -3.921  C35 1.434
37 F 3.701 5.058 -3.856  C35 1.411
38 F 2.969 6.233 -1.982  C35 1.416
39 C -0.265 -1.700 -0.277  C23 1.568, C40 1.594, C43 1.581
40 C 0.776 -1.248 0.843  C39 1.594, C41 1.619, H70 1.143, H71 1.140
41 C 0.028 -0.739 2.185  C40 1.619, N42 1.327, H72 1.142
42 N 0.157 0.542 2.505  C41 1.327, H73 1.033
43 C -0.606 -3.238 -0.410  C14 1.583, C39 1.581, C44 1.617
44 C 0.086 -4.351 0.537  C9 1.618, C43 1.617, O45 1.252
45 O 0.265 -4.168 1.762  C44 1.252
46 H 4.473 -3.841 1.316  C1 1.140
47 H 2.975 -3.250 2.225  C1 1.159
48 H 2.745 -3.909 0.533  C1 1.155
49 H 4.032 -4.915 4.274  C3 1.137
50 H 3.637 -7.292 5.472  C4 1.141
51 H 2.413 -9.311 4.109  C5 1.138
52 H 1.587 -8.873 1.655  C6 1.154
53 H 2.621 -6.020 -0.649  C8 1.159
54 H 1.749 -7.633 -0.436  C8 1.154
55 H -0.516 -8.245 -1.424  N11 1.037
56 H -0.957 -7.425 -2.772  N11 1.041
57 H -4.029 -3.840 -2.965  N16 1.029
58 H -2.785 -3.937 -4.117  N16 1.029
59 H -0.639 0.185 -3.890  C19 1.150
60 H -2.015 0.972 -4.847  C19 1.157
61 H -2.130 -2.054 -5.337  C20 1.140
62 H 0.658 -0.597 -5.606  C21 1.153
63 H 0.344 -2.185 -4.602  C21 1.156
64 H 0.246 -2.184 -6.481  C21 1.151
65 H -1.035 -0.548 -7.339  O22 0.987
66 H -1.313 1.466 -1.701  C24 1.155
67 H -0.499 1.048 -0.014  C24 1.140
68 H 0.713 1.434 -2.944  C25 1.148
69 H 1.338 -0.034 -2.010  C25 1.149
70 H 1.535 -2.057 1.121  C40 1.143
71 H 1.334 -0.339 0.440  C40 1.140
72 H -0.565 -1.425 2.879  C41 1.142
73 H -0.351 0.744 3.381  N42 1.033
74 O -3.352 -1.842 1.025  C75 1.192
75 C -4.369 -1.442 0.548  O74 1.192, O76 1.351, C79 1.504
76 O -4.444 -0.337 -0.225  C75 1.351, C77 1.433
77 C -5.816 -0.077 -0.548  O76 1.433, C78 1.509, H80 1.094, H81 1.091
78 C -6.523 -1.399 -0.374  C77 1.509, C79 1.512, H82 1.091, H83 1.095
79 C -5.734 -2.045 0.742  C75 1.504, C78 1.512, H84 1.093, H85 1.090
80 H -6.195 0.691 0.134  C77 1.094
81 H -5.889 0.293 -1.572  C77 1.091
82 H -7.587 -1.294 -0.157  C78 1.091
83 H -6.423 -1.995 -1.287  C78 1.095
84 H -6.111 -1.763 1.728  C79 1.093
85 H -5.704 -3.129 0.637  C79 1.090
86 O 7.493 -4.176 1.719  C87 1.204
87 C 7.430 -4.367 2.906  O86 1.204, O88 1.361, C91 1.504
88 O 6.357 -4.923 3.532  C87 1.361, C89 1.432
89 C 6.570 -4.902 4.948  O88 1.432, C90 1.511, H92 1.095, H93 1.092
90 C 8.067 -4.801 5.123  C89 1.511, C91 1.514, H94 1.091, H95 1.095
91 C 8.484 -3.994 3.913  C87 1.504, C90 1.514, H96 1.093, H97 1.090
92 H 6.042 -4.040 5.367  C89 1.095
93 H 6.167 -5.814 5.392  C89 1.092
94 H 8.359 -4.351 6.074  C90 1.091
95 H 8.515 -5.799 5.071  C90 1.095
96 H 8.432 -2.919 4.102  C91 1.093
97 H 9.477 -4.276 3.564  C91 1.090
98 O -1.815 8.191 2.778  C99 1.205
99 C -1.354 7.881 1.709  O98 1.205, O100 1.361, C103 1.505
100 O -1.899 6.941 0.890  C99 1.361, C101 1.433
101 C -1.042 6.744 -0.241  O100 1.433, C102 1.511, H104 1.093, H105 1.092
102 C -0.218 8.006 -0.342  C101 1.511, C103 1.514, H106 1.091, H107 1.095
103 C -0.088 8.427 1.107  C99 1.505, C102 1.514, H108 1.093, H109 1.090
104 H -0.426 5.859 -0.061  C101 1.093
105 H -1.646 6.578 -1.135  C101 1.092
106 H 0.740 7.856 -0.843  C102 1.091
107 H -0.774 8.768 -0.897  C102 1.095
108 H 0.770 7.956 1.593  C103 1.093
109 H -0.041 9.511 1.208  C103 1.090
110 O -5.989 12.571 1.830  C111 1.204
111 C -5.567 11.446 1.911  O110 1.204, O112 1.360, C115 1.505
112 O -5.185 10.858 3.076  C111 1.360, C113 1.434
113 C -4.635 9.563 2.797  O112 1.434, C114 1.510, H116 1.092, H117 1.091
114 C -5.203 9.171 1.454  C113 1.510, C115 1.514, H118 1.092, H119 1.095
115 C -5.343 10.507 0.756  C111 1.505, C114 1.514, H120 1.093, H121 1.090
116 H -3.546 9.644 2.780  C113 1.092
117 H -4.924 8.864 3.583  C113 1.091
118 H -4.577 8.457 0.915  C114 1.092
119 H -6.192 8.721 1.586  C114 1.095
120 H -4.425 10.794 0.237  C115 1.093
121 H -6.191 10.516 0.072  C115 1.090

Computed properties:
Highest occupied orbital energy ... -8.314 eV
SMILES string ... [H]/N=C/Cc1c(CCC(F)(F)C(F)(F)C(F)(F)C(F)(F)F)c(OC[C@H](C)O)c(N)c2c1C(=O)C(Cc1ccccc1C)=C(N)C2=O.O=C1CCCO1.O=C1CCCO1.O=C1CCCO1.O=C1CCCO1

Results of the Löwdin charge analysis, in e, for atoms 1 through 6: number 1, C, carries -0.071; number 2, C, carries -0.144; number 3, C, carries -0.029; number 4, C, carries -0.064; number 5, C, carries -0.080; number 6, C, carries -0.037

***

Record 3
Computed, not measured: a cluster of 2 separate species, C2H4ClO in total, with ωB97M-V with the def2-TZVPD basis set.

Last columns: bonded neighbours and bond lengths (Å).
Atoms and positions in Å:
1 C 1.373 0.732 0.252  O3 1.207, H5 1.073, H6 1.069
2 C 0.077 -1.187 -0.225  O3 1.164, H7 1.080
3 O 0.644 -0.209 0.054  C1 1.207, C2 1.164
4 Cl -2.694 0.691 0.180  H8 1.380
5 H 1.111 1.528 0.923  C1 1.073
6 H 2.423 0.759 0.052  C1 1.069
7 H -0.351 -1.666 -1.093  C2 1.080
8 H -2.583 -0.647 -0.142  Cl4 1.380

Computed properties:
Total charge ... +1
Energy relative to the best compared isomer or geometry (same formula, charge and spin) ... 457.0 kJ/mol
Highest occupied orbital energy (spin up / spin down) ... -15.361 / -15.378 eV

Results of the Löwdin charge analysis, in e, for atoms 1 through 6: number 1, C, carries 0.164; number 2, C, carries 0.249; number 3, O, carries 0.046; number 4, Cl, carries 0.275; number 5, H, carries 0.143; number 6, H, carries 0.144

***

Maximum force: 1.915; 4.669; 5.320 (eV/Å)
Total energy: -69020.95033; -100993.68862; -16694.32198 (eV)